Entry 1:
Below is C25H51NO17S3 as an isolated structure, with properties calculated with ωB97M-V/def2-TZVPD.

Each line ends with the Löwdin charge.
Element x y z (Å)
C  -18.28509  20.86175  16.84469  -0.005
C  -17.74352  22.20122  17.27203  -0.544
O  -18.47002  22.95094  17.91065  0.042
N  -16.44867  22.44399  17.02089  0.003
C  -15.72587  23.61780  17.46163  -0.081
H  -18.21117  20.16778  17.68785  0.068
H  -17.78464  20.35828  16.01597  0.067
H  -19.35360  20.81756  16.64106  0.076
H  -15.80070  21.70558  16.79659  0.132
H  -15.11943  24.09845  16.69108  0.079
H  -15.18407  23.48394  18.39532  0.083
H  -16.47275  24.40928  17.58669  0.084
C  -19.40729  18.16250  13.64219  -0.184
C  -20.67205  17.67808  14.33333  -0.162
O  -20.14308  16.74686  15.26590  -0.205
S  -18.70804  17.20982  15.86377  0.653
O  -17.78142  16.11996  15.82091  -0.214
O  -18.94596  17.86655  17.12496  -0.237
O  -18.48800  18.30534  14.69785  -0.192
H  -19.49472  19.15609  13.19008  0.136
H  -19.15588  17.58439  12.75002  0.109
H  -21.51394  17.26883  13.77922  0.115
H  -21.17001  18.49880  14.86945  0.125
C  -17.78390  13.93434  10.30038  -0.149
C  -18.37554  15.31664  10.01869  -0.193
O  -19.75728  15.17892  10.26842  -0.185
S  -19.92617  14.31397  11.61475  0.667
O  -21.16130  13.59681  11.56779  -0.207
O  -19.61534  15.15201  12.73631  -0.216
O  -18.72601  13.27668  11.16318  -0.185
H  -16.82267  14.01075  10.80823  0.131
H  -17.65441  13.33415  9.40389  0.131
H  -18.26677  15.51577  8.94983  0.132
H  -17.91217  16.18311  10.49204  0.115
C  -23.52780  18.84246  12.07601  -0.145
C  -24.95411  19.28361  12.39162  -0.153
O  -25.70722  18.08104  12.51224  -0.196
S  -24.81057  16.94447  13.19456  0.651
O  -25.28590  15.63268  12.84961  -0.205
O  -24.63583  17.27283  14.58501  -0.234
O  -23.50079  17.43287  12.35924  -0.228
H  -22.77046  19.33871  12.68328  0.117
H  -23.20410  18.89526  11.03692  0.133
H  -25.42986  19.96396  11.69540  0.138
H  -24.95938  19.69107  13.40761  0.115
C  -15.64964  18.98603  19.70953  -0.149
C  -16.54447  18.85284  20.93911  -0.210
C  -16.28618  17.46329  21.50593  -0.198
O  -16.01454  16.65324  20.35770  -0.121
C  -15.86370  17.52971  19.23821  -0.191
H  -14.68504  19.39387  20.00584  0.109
H  -16.15254  19.73113  19.09146  0.089
H  -17.57156  19.18700  20.77403  0.112
H  -16.27433  19.58565  21.71907  0.111
H  -17.16426  17.18536  22.09457  0.117
H  -15.42851  17.53080  22.18263  0.115
H  -16.73483  17.53134  18.58617  0.101
H  -14.93021  17.24094  18.74751  0.118
C  -21.75590  13.55936  15.10888  -0.143
C  -20.76093  13.35412  16.25377  -0.179
C  -21.58975  13.17171  17.48433  -0.194
O  -22.75903  12.47438  17.00680  -0.145
C  -22.98690  12.79616  15.64163  -0.191
H  -21.39387  13.21736  14.14626  0.087
H  -21.94346  14.63474  15.11054  0.100
H  -19.98056  14.11845  16.20054  0.098
H  -20.13711  12.45511  16.15606  0.117
H  -22.00460  14.11568  17.87425  0.119
H  -21.10411  12.74877  18.36149  0.118
H  -23.86805  13.43945  15.58947  0.114
H  -23.10661  11.87046  15.07747  0.116
C  -16.75146  19.62803  8.31098  -0.162
C  -15.94421  19.77931  9.59011  -0.177
C  -17.01743  19.62291  10.65940  -0.186
O  -18.16806  20.25560  10.06116  -0.160
C  -18.02253  20.42941  8.66689  -0.205
H  -16.85976  18.59347  7.99555  0.106
H  -16.11826  20.11918  7.56382  0.111
H  -15.36672  20.68601  9.74328  0.117
H  -15.27082  18.91696  9.63896  0.112
H  -16.81612  20.25190  11.52801  0.120
H  -17.29086  18.60370  10.94070  0.099
H  -17.91332  21.49475  8.43933  0.118
H  -18.88782  20.07674  8.09907  0.113
C  -23.10016  21.47702  15.61842  -0.157
C  -23.07934  22.24507  16.94183  -0.174
C  -21.73002  22.96709  16.96507  -0.221
O  -21.26480  22.95759  15.63650  -0.130
C  -22.28542  22.46259  14.76239  -0.203
H  -24.10486  21.37856  15.21699  0.102
H  -22.48192  20.58381  15.71511  0.103
H  -23.29440  21.68791  17.85355  0.113
H  -23.83197  23.04366  16.93036  0.109
H  -21.06296  22.34247  17.57233  0.100
H  -21.81088  23.90664  17.51687  0.122
H  -21.77900  21.95800  13.94136  0.108
H  -22.94588  23.25454  14.40025  0.117

For the HOMO energy, the calculation gives -8.8 eV. For the total energy, the calculation gives -95548.75309 eV. For the energy relative to the best compared isomer or geometry (same formula, charge and spin), the calculation gives 156.2 kJ/mol.

---

Entry 2:
Below is a 8-piece molecular cluster, C25H52ClN2O10PS8 overall, with properties calculated with ωB97M-V/def2-TZVPD.

Each line ends with the Löwdin charge.
Element x y z (Å)
C  -0.63871  -2.02384  1.28078  -0.051
C  -0.20662  -0.74201  0.62783  -0.228
C  0.85167  -0.74418  -0.27744  -0.056
C  1.28032  0.41049  -0.91976  -0.122
C  0.64204  1.60151  -0.66129  -0.111
C  -0.42758  1.61711  0.22537  -0.038
C  -0.87867  0.46452  0.88224  -0.229
C  -2.05816  0.63428  1.79827  -0.293
P  -3.79618  0.42698  1.03315  0.542
Cl  -4.06147  -1.53570  2.13096  0.153
N  -5.56194  0.21298  0.29874  -0.017
C  -6.40639  -0.02111  1.11015  -0.572
O  -7.23582  -0.19329  1.92265  0.052
N  -3.11658  -0.49011  -0.47443  -0.036
C  -3.64700  -1.42622  -0.94911  -0.884
S  -4.26430  -2.75296  -1.60420  0.622
C  -3.66639  2.09464  0.07427  -0.815
O  -3.68391  2.00402  -1.17212  -0.128
O  -3.57494  3.14086  0.75462  -0.130
H  -1.34664  -2.52691  0.62795  0.072
H  -1.11558  -1.83334  2.23116  0.040
H  0.21300  -2.68178  1.44704  0.064
H  1.34187  -1.68383  -0.48646  0.071
H  2.10199  0.34224  -1.61626  0.076
H  0.93742  2.51339  -1.15766  0.087
H  -0.94521  2.54943  0.40094  0.102
H  -2.05417  1.67539  2.10974  0.065
H  -1.98018  0.03945  2.70202  0.037
H  -4.38240  1.07561  2.15953  0.015
C  3.50785  -5.75559  -0.67349  -0.281
S  3.91145  -4.00173  -0.60398  0.786
O  3.01719  -3.39212  0.40190  -0.539
C  3.22864  -3.59046  -2.21508  -0.269
H  3.80943  -6.20493  0.27047  0.042
H  2.43322  -5.87636  -0.81156  0.061
H  4.05449  -6.22272  -1.49379  0.044
H  2.17279  -3.86022  -2.24286  0.066
H  3.78236  -4.12133  -2.99077  0.047
H  3.33448  -2.51664  -2.35618  0.050
C  -8.07308  -2.12472  -3.19225  -0.264
S  -7.55081  -2.46291  -4.87260  0.778
O  -7.17364  -3.90911  -4.93862  -0.595
C  -6.04701  -1.50006  -4.76804  -0.270
H  -9.00078  -2.66786  -3.01344  0.042
H  -7.30122  -2.46394  -2.49951  0.036
H  -8.23778  -1.05315  -3.08327  0.030
H  -5.42989  -1.87024  -3.94609  -0.004
H  -6.32584  -0.45413  -4.60980  0.005
H  -5.50642  -1.60303  -5.70846  0.047
C  -7.73763  3.64819  -4.62463  -0.287
S  -6.79917  2.19144  -4.13400  0.815
O  -7.80701  1.11155  -3.90241  -0.573
C  -6.28622  2.79653  -2.54090  -0.257
H  -8.18289  3.45595  -5.59991  0.037
H  -8.52220  3.83777  -3.89162  0.050
H  -7.06298  4.50151  -4.69094  0.045
H  -7.16668  3.04135  -1.94459  0.063
H  -5.65029  3.67167  -2.66719  0.061
H  -5.70416  2.01256  -2.04579  0.032
C  5.97511  2.91530  -0.01364  -0.294
S  4.22427  2.51873  -0.09271  0.805
O  3.88608  2.33944  -1.52825  -0.550
C  3.63595  4.14648  0.38782  -0.266
H  6.53434  2.03645  -0.31808  0.039
H  6.19868  3.74589  -0.68626  0.056
H  6.24100  3.17154  1.00825  0.029
H  4.00705  4.89161  -0.31747  0.052
H  3.97957  4.37021  1.39834  0.049
H  2.54797  4.12327  0.36619  0.046
C  -6.34288  -5.64816  -0.19182  -0.275
S  -4.76692  -6.47750  0.04038  0.776
O  -3.82153  -5.84984  -0.90072  -0.577
C  -5.27357  -8.05483  -0.67984  -0.290
H  -6.22545  -4.62225  0.15466  0.041
H  -6.60357  -5.64941  -1.25069  0.060
H  -7.11081  -6.15407  0.39621  0.046
H  -5.61353  -7.89608  -1.70396  0.053
H  -6.07055  -8.49231  -0.07644  0.041
H  -4.40822  -8.71498  -0.67784  0.037
C  7.54592  1.55543  4.07466  -0.257
S  8.87692  1.57247  2.87140  0.783
O  8.29171  2.01046  1.57813  -0.549
C  9.06086  -0.21404  2.78666  -0.270
H  7.23375  2.58368  4.24891  0.015
H  6.71082  0.97449  3.68157  0.068
H  7.90940  1.12031  5.00661  0.057
H  8.11269  -0.66158  2.48937  0.063
H  9.37307  -0.59136  3.76051  0.050
H  9.82365  -0.44000  2.04423  0.046
C  8.73554  7.04137  4.23635  -0.269
S  8.68160  5.25687  4.03594  0.799
O  7.44139  4.78723  4.70507  -0.543
C  10.04587  4.90000  5.15086  -0.266
H  7.92443  7.46629  3.64942  0.052
H  8.60258  7.29629  5.28789  0.057
H  9.69013  7.41735  3.86814  0.052
H  9.82458  5.30026  6.14069  0.058
H  10.96061  5.34130  4.75506  0.053
H  10.15584  3.81879  5.20502  0.039

For the HOMO energy, the calculation gives -1.3 eV. For the total energy, the calculation gives -158713.28155 eV. Its total charge is -2. For the energy relative to the best compared isomer or geometry (same formula, charge and spin), the calculation gives 0.0 kJ/mol.